ORCA calculation (ωB97M-V/def2-TZVPD) on an isolated molecule of C19H26N4O3S.

Structure (XYZ):
```
53
Properties=species:S:1:pos:R:3
C 6.686 -1.540 -3.109
C 5.417 -1.443 -2.276
O 4.376 -1.003 -3.130
C 3.133 -0.833 -2.614
C 2.156 -0.386 -3.505
C 0.860 -0.193 -3.075
C 0.506 -0.439 -1.756
O -0.785 -0.222 -1.304
C -1.660 -1.340 -1.426
C -2.151 -1.570 -2.851
C 1.489 -0.867 -0.852
N 1.097 -1.057 0.475
C 1.878 -1.293 1.552
O 3.075 -1.487 1.541
C 1.095 -1.299 2.862
S 0.583 0.384 3.344
C -0.931 0.459 2.496
N -1.446 -0.496 1.766
N -2.628 -0.054 1.303
C -2.820 1.158 1.742
C -3.974 1.993 1.421
C -4.364 2.116 -0.034
C -5.211 1.316 0.894
N -1.753 1.547 2.516
C -1.533 2.776 3.231
C -2.109 2.708 4.642
C 2.795 -1.066 -1.287
H 6.542 -2.245 -3.924
H 7.510 -1.876 -2.487
H 6.928 -0.568 -3.531
H 5.556 -0.730 -1.453
H 5.166 -2.424 -1.851
H 2.437 -0.196 -4.529
H 0.108 0.166 -3.760
H -2.493 -1.102 -0.761
H -1.162 -2.246 -1.056
H -1.328 -1.865 -3.499
H -2.896 -2.360 -2.851
H -2.600 -0.661 -3.244
H 0.098 -0.903 0.640
H 1.744 -1.651 3.663
H 0.188 -1.898 2.796
H -4.098 2.864 2.051
H -3.753 1.584 -0.746
H -4.725 3.073 -0.377
H -5.172 0.242 0.811
H -6.168 1.712 1.198
H -0.453 2.943 3.277
H -1.990 3.592 2.664
H -1.935 3.648 5.157
H -1.629 1.909 5.203
H -3.180 2.516 4.610
H 3.525 -1.391 -0.568
```

Results
LUMO = 0.60 eV
HOMO = -7.7 eV
Relative energy (zero: lowest compared OMol25 entry of this formula, charge and spin) = 301.2 kJ/mol
SMILES = CCOc1ccc(OCC)c(NC(=O)CSc2nnc(C3CC3)n2CC)c1


ORCA calculation (ωB97M-V/def2-TZVPD) on an isolated molecule of C19H26N4OS.

Structure (XYZ):
```
51
Properties=species:S:1:pos:R:3
C 0.974 4.007 -3.136
C 0.117 4.510 -1.967
N 0.091 3.686 -0.777
C 1.371 3.543 -0.112
C 1.120 2.930 1.269
N 0.485 1.632 1.207
C 1.355 0.478 1.114
C 1.779 0.044 -0.264
C 1.076 -0.499 -1.299
C 1.866 -0.748 -2.445
C 3.165 -0.398 -2.273
S 3.448 0.246 -0.706
C 0.780 -0.704 1.950
C 1.900 -1.657 2.364
N -0.250 -1.450 1.267
C -1.526 -1.528 1.709
O -1.938 -0.935 2.685
C -2.420 -2.387 0.872
C -3.774 -2.066 0.804
C -4.617 -2.856 0.043
C -4.071 -3.945 -0.622
N -2.794 -4.276 -0.543
C -1.992 -3.522 0.187
C -0.717 1.707 0.405
C -0.521 2.384 -0.961
H 0.627 3.037 -3.484
H 0.909 4.710 -3.962
H 2.017 3.920 -2.841
H -0.919 4.618 -2.304
H 0.475 5.498 -1.663
H 1.821 4.532 0.000
H 2.071 2.902 -0.676
H 2.056 2.855 1.826
H 0.440 3.592 1.814
H 2.271 0.769 1.642
H 0.019 -0.698 -1.278
H 1.476 -1.171 -3.354
H 3.977 -0.474 -2.968
H 0.299 -0.268 2.831
H 2.630 -1.142 2.982
H 1.491 -2.487 2.934
H 2.407 -2.053 1.485
H 0.040 -1.992 0.469
H -4.135 -1.207 1.349
H -5.670 -2.634 -0.034
H -4.681 -4.591 -1.240
H -0.966 -3.867 0.238
H -1.130 0.709 0.272
H -1.439 2.300 0.978
H -1.498 2.523 -1.431
H 0.088 1.737 -1.613
```

Results
LUMO = 0.57 eV
HOMO = -7.9 eV
Relative energy (zero: lowest compared OMol25 entry of this formula, charge and spin) = 166.4 kJ/mol
SMILES = CCN1CCN([C@H](c2cccs2)[C@H](C)NC(=O)c2cccnc2)CC1


ORCA calculation (ωB97M-V/def2-TZVPD) on a structure of composition C19H26N6NaO8S.

Structure (XYZ):
```
61
Properties=species:S:1:pos:R:3
Na -1.044 -1.763 0.068
C 0.735 -4.591 0.617
C -0.762 -4.878 0.397
N -1.367 -4.211 -0.737
C -0.910 -4.481 -2.073
C 0.419 -3.780 -2.459
N 0.506 -2.368 -2.042
C 1.804 -1.945 -1.488
C 2.182 -2.711 -0.197
N 1.048 -3.160 0.556
H 1.347 -5.145 -0.117
H 1.016 -4.993 1.589
H -1.297 -4.564 1.285
H -0.865 -5.989 0.344
H -2.391 -4.310 -0.666
H -1.680 -4.181 -2.769
H -0.771 -5.556 -2.246
H 0.547 -3.804 -3.548
H 1.274 -4.283 -2.002
H 0.254 -1.759 -2.804
H 1.716 -0.891 -1.271
H 2.647 -2.056 -2.203
H 2.819 -2.054 0.403
H 2.829 -3.535 -0.506
H 0.964 -2.749 1.473
O -3.463 0.844 -2.383
C -3.140 -0.042 -1.414
O -2.469 -1.011 -1.672
C -3.700 0.214 -0.002
O -3.221 -0.838 0.806
C -3.271 -0.697 2.255
C -2.231 -1.618 3.025
O -2.443 -1.718 4.238
O -1.209 -2.035 2.371
H -2.996 0.535 -3.195
H -4.799 0.260 -0.117
H -3.329 1.170 0.358
H -4.285 -0.907 2.639
H -3.055 0.334 2.538
O 2.338 8.624 -1.495
S 1.193 7.870 -1.047
O 0.524 7.090 -2.077
O 0.283 8.601 -0.171
C 1.904 6.624 0.085
N 2.812 7.022 0.958
C 3.313 6.092 1.757
C 2.875 4.761 1.753
C 1.912 4.453 0.815
N 1.467 5.384 -0.033
C 1.292 3.105 0.709
C 0.726 2.719 -0.506
C 0.176 1.457 -0.616
N 0.122 0.571 0.361
C 0.578 0.977 1.548
C 1.170 2.214 1.780
H 4.099 6.463 2.457
H 3.335 4.065 2.437
H 0.779 3.329 -1.367
H -0.270 1.153 -1.567
H 0.424 0.270 2.383
H 1.537 2.424 2.781
```

Results
LUMO = 1.32 eV
Charge = -1
HOMO = -5.4 eV
Relative energy (zero: lowest compared OMol25 entry of this formula, charge and spin) = 0.8 kJ/mol


ORCA calculation (ωB97M-V/def2-TZVPD) on an isolated molecule of C19H26N6O3.

Structure (XYZ):
```
54
Properties=species:S:1:pos:R:3
C -7.059 -1.820 2.038
C -7.050 -1.902 0.518
O -5.955 -1.171 -0.035
C -4.771 -1.794 -0.083
O -4.595 -2.929 0.283
C -3.686 -0.890 -0.610
C -4.099 -0.131 -1.873
C -2.987 0.833 -2.281
C -2.644 1.764 -1.111
N -2.288 1.056 0.104
C -0.961 0.488 0.101
C 0.132 1.516 0.188
N -0.175 2.793 0.294
C 0.874 3.624 0.380
N 0.600 4.939 0.453
N 2.147 3.249 0.369
C 2.344 1.929 0.250
N 3.643 1.561 0.236
C 4.236 0.305 0.143
C 5.630 0.240 0.150
C 6.277 -0.971 0.063
C 5.550 -2.159 -0.033
O 6.288 -3.305 -0.113
C 5.608 -4.531 -0.209
C 4.162 -2.096 -0.040
C 3.512 -0.877 0.046
N 1.366 1.028 0.153
C -3.329 0.142 0.493
H -7.083 -0.781 2.360
H -7.935 -2.333 2.426
H -6.167 -2.294 2.439
H -6.977 -2.946 0.197
H -7.944 -1.441 0.093
H -2.810 -1.515 -0.811
H -4.306 -0.836 -2.682
H -5.013 0.428 -1.667
H -3.305 1.430 -3.137
H -2.101 0.268 -2.578
H -1.818 2.426 -1.370
H -3.516 2.382 -0.877
H -0.738 -0.140 -0.778
H -0.855 -0.155 0.980
H 1.349 5.579 0.643
H -0.356 5.213 0.591
H 4.275 2.347 0.312
H 6.208 1.151 0.225
H 7.354 -1.027 0.069
H 4.978 -4.713 0.668
H 6.382 -5.295 -0.259
H 4.993 -4.582 -1.114
H 3.566 -2.992 -0.113
H 2.436 -0.831 0.041
H -3.027 -0.379 1.405
H -4.226 0.730 0.711
```

Results
LUMO = 0.80 eV
HOMO = -7.7 eV
Relative energy (zero: lowest compared OMol25 entry of this formula, charge and spin) = 17.9 kJ/mol
SMILES = CCOC(=O)[C@H]1CCCN(Cc2nc(N)nc(Nc3ccc(OC)cc3)n2)C1


ORCA calculation (ωB97M-V/def2-TZVPD) on an isolated molecule of C19H26O2.

Structure (XYZ):
```
47
Properties=species:S:1:pos:R:3
C -1.818 -2.960 -4.097
O -2.388 -1.939 -3.292
C -1.936 -1.840 -2.020
C -0.962 -0.867 -1.748
C -0.509 -0.581 -0.437
C -1.096 -1.324 0.608
C -2.052 -2.342 0.319
C -2.463 -2.623 -0.973
C -3.482 -3.719 -1.199
C -0.705 -1.103 1.980
O -1.230 -1.789 2.860
C 0.371 -0.093 2.351
C 0.461 1.035 1.315
C 1.554 2.141 1.722
C 0.903 3.091 2.737
C 2.820 1.612 2.417
C 2.019 2.877 0.379
C 0.883 2.999 -0.641
C 0.477 1.633 -1.185
C 0.578 0.453 -0.178
C 1.855 -0.327 -0.430
H -1.508 -2.505 -5.013
H -0.975 -3.504 -3.584
H -2.627 -3.684 -4.316
H -0.582 -0.334 -2.597
H -2.560 -2.833 1.149
H -3.991 -4.047 -0.306
H -2.993 -4.653 -1.563
H -4.223 -3.414 -1.946
H 1.310 -0.600 2.353
H 0.172 0.292 3.363
H -0.480 1.513 1.350
H 0.531 2.543 3.607
H 1.616 3.831 3.116
H 0.025 3.618 2.345
H 3.577 2.402 2.424
H 2.622 1.258 3.449
H 3.242 0.790 1.825
H 2.333 3.919 0.629
H 2.906 2.414 -0.011
H 1.143 3.614 -1.511
H 0.038 3.475 -0.122
H 1.123 1.388 -2.044
H -0.546 1.786 -1.546
H 1.821 -0.792 -1.409
H 2.013 -1.118 0.320
H 2.733 0.306 -0.449
```

Results
LUMO = 0.42 eV
HOMO = -8.9 eV
Relative energy (zero: lowest compared OMol25 entry of this formula, charge and spin) = 49.6 kJ/mol
SMILES = COc1cc2c(cc1C)C(=O)C[C@H]1C(C)(C)CCC[C@]21C